Entry 1:
88
Properties=species:S:1:pos:R:3:lowdin_charge:R:1 method="wB97M-V/def2-TZVPD" e_tot_ha=-9740.69636 fmax_ev_per_a=4.393 lumo_energy_ev=-2.8 charge=+1 e_above_lowest_ev=3.871
Re -0.3405 -0.3609 -0.9848 0.74
F -6.5855 1.8236 1.5399 0.16
C -5.2782 1.7386 1.3461 -0.11
C -4.3902 2.3102 2.2389 -0.12
F -4.8498 2.9431 3.3118 0.15
C -3.0233 2.2194 2.0165 -0.18
F -2.2704 2.7849 2.9613 0.11
C -2.4624 1.5684 0.9186 -0.28
P -0.5856 1.4642 0.6351 1.07
C -0.0718 1.0926 2.3429 -0.34
C -0.7257 0.0850 3.0472 -0.12
C -0.3096 -0.2584 4.3225 -0.06
C 0.7646 0.4010 4.9039 -0.06
C 1.4139 1.4103 4.2090 -0.05
C 0.9988 1.7568 2.9324 -0.09
C -0.1198 3.2028 0.3172 -0.32
C -0.2906 4.2263 1.2514 -0.07
C 0.1357 5.5139 0.9656 -0.06
C 0.7487 5.7993 -0.2454 -0.06
C 0.9612 4.7805 -1.1614 -0.06
C 0.5482 3.4912 -0.8702 -0.10
C -3.3982 0.9712 0.0709 -0.53
Br -2.9221 -0.0970 -1.4292 1.08
C -4.7670 1.0578 0.2562 -0.25
F -5.6116 0.4834 -0.6000 0.10
H -1.5763 -0.4262 2.6147 0.06
H -0.8281 -1.0386 4.8624 0.11
H 1.0921 0.1299 5.8980 0.11
H 2.2524 1.9256 4.6567 0.11
H 1.5215 2.5307 2.3865 0.11
H -0.7448 4.0368 2.2069 0.10
H -0.0021 6.2938 1.7020 0.11
H 1.0897 6.8034 -0.4585 0.11
H 1.4712 4.9834 -2.0933 0.11
H 0.7895 2.6844 -1.5446 0.08
C -3.5851 -3.8537 -2.8088 -0.09
C -3.2940 -4.3709 -1.4206 -0.24
O -1.8846 -4.5143 -1.1263 -0.30
P -0.8329 -3.3589 -0.9282 -0.05
S -1.2548 -2.0620 0.5377 0.42
S -0.4890 -2.2838 -2.5779 0.39
O 0.4455 -4.1527 -0.4652 -0.32
C 1.1910 -5.0559 -1.3248 -0.26
C 0.6343 -6.4581 -1.2870 -0.06
H -4.6590 -3.9328 -2.9761 0.09
H -3.0760 -4.4503 -3.5647 0.09
H -3.2939 -2.8124 -2.9362 0.01
H -3.6810 -5.3814 -1.3023 0.13
H -3.7363 -3.7400 -0.6468 0.11
H 2.2038 -5.0238 -0.9244 0.12
H 1.2038 -4.6429 -2.3365 0.09
H 0.6312 -6.8421 -0.2684 0.09
H 1.2645 -7.1039 -1.8974 0.09
H -0.3808 -6.4943 -1.6768 0.07
C 3.1526 -1.7981 -1.6729 -0.06
C 2.5958 -0.6936 -2.5117 -0.58
N 1.4413 -0.0684 -2.4398 -0.06
C 1.2394 0.7341 -3.5260 -0.35
C 2.2765 0.8259 -4.3900 -0.30
S 3.5180 -0.2134 -3.8739 1.15
C -0.0537 1.3811 -3.6086 -0.34
C -0.5417 2.1306 -4.6295 -0.30
S -2.0021 2.8513 -4.1367 1.16
C -1.8972 2.0741 -2.6098 -0.66
N -0.8489 1.3014 -2.4932 -0.14
C -2.9010 2.4058 -1.5543 -0.22
H 2.3623 -2.3774 -1.2081 0.06
H 3.8003 -1.4117 -0.8855 0.09
H 3.7548 -2.4462 -2.3098 0.09
H 2.3594 1.4269 -5.2771 0.09
H -0.1087 2.3174 -5.5955 0.09
H -3.2121 3.4432 -1.6629 0.12
H -2.4622 2.2883 -0.5666 0.00
H -3.7918 1.7798 -1.6313 0.02
Br 6.0488 -1.6285 4.9419 0.76
C 4.8489 -1.0872 3.5883 -0.69
C 5.0298 0.1435 2.9735 -0.11
C 4.1422 0.5403 1.9880 -0.01
C 3.0925 -0.2913 1.6150 -0.15
C 2.9258 -1.5236 2.2397 0.00
C 3.8034 -1.9262 3.2334 -0.11
C 2.1206 0.1805 0.5813 -0.63
O 2.1031 1.3331 0.1847 0.01
O 1.2897 -0.7385 0.1832 -0.32
H 5.8494 0.7815 3.2702 0.10
H 4.2508 1.4992 1.4997 0.12
H 2.0953 -2.1551 1.9546 0.12
H 3.6778 -2.8758 3.7330 0.10

***

Entry 2:
91
Properties=species:S:1:pos:R:3:mulliken_spin:R:1 method="wB97M-V/def2-TZVPD" e_tot_ha=-2003.73005 fmax_ev_per_a=1.397 multiplicity=3 lumo_energy_ev="-2.8 / -2.8" charge=+1
C -2.4203 -0.6821 2.5100 0.00
N -2.7371 -1.2039 1.1682 0.00
C -3.8830 -2.1235 1.2427 0.00
C -2.9602 -0.2007 0.2235 0.00
O -4.0227 0.0585 -0.3045 0.00
C -1.7020 0.5294 -0.2769 0.00
N -1.3038 1.7356 0.5597 0.00
C -1.2600 3.0448 -0.1906 0.01
C -2.4344 3.9707 0.1004 0.00
C -2.6748 4.2725 1.5965 0.00
C -3.9215 3.5868 2.1188 0.00
F -5.0086 4.0100 1.4363 0.00
F -3.8119 2.2264 1.8890 0.00
C -4.1793 3.7909 3.6533 0.00
F -5.4284 4.1335 3.8886 0.00
F -3.9080 2.6691 4.3164 0.00
F -3.3796 4.7505 4.1278 0.00
H -1.6230 0.0627 2.4782 0.00
H -3.3026 -0.2312 2.9741 0.00
H -2.0281 -1.4908 3.1269 0.00
H -4.7687 -1.6364 1.6612 0.00
H -3.6022 -2.9483 1.8966 0.00
H -4.1216 -2.4955 0.2483 0.00
H -1.9128 0.8747 -1.2851 0.00
H -0.8541 -0.1522 -0.3062 0.01
H -0.3704 1.5534 0.9246 0.00
H -1.9231 1.7921 1.3698 0.00
H -0.3133 3.5390 0.0325 0.00
H -1.2329 2.8093 -1.2554 -0.01
H -2.1874 4.9181 -0.3828 0.00
H -3.3443 3.6225 -0.3930 0.00
H -1.8247 3.9752 2.2193 0.00
H -2.8125 5.3425 1.7516 0.00
C -0.4186 1.2838 -6.5035 0.01
C 0.1670 2.3367 -5.5490 0.01
C 1.4791 2.8922 -6.1045 0.03
C 2.6261 1.8850 -6.0451 -0.02
C 2.8185 1.3575 -4.6241 0.03
C 1.5385 0.8008 -3.9954 0.02
N 0.4133 1.7763 -4.1780 0.39
O 0.4343 2.7045 -3.2793 0.53
C 1.1922 -0.5745 -4.5872 0.02
C 1.7515 0.5860 -2.5008 -0.03
C -0.8741 3.4440 -5.4381 0.00
H -0.7988 1.7885 -7.3906 0.00
H 0.3020 0.5529 -6.8550 0.00
H -1.2504 0.7536 -6.0380 -0.01
H 1.7587 3.7839 -5.5349 0.00
H 1.3090 3.2155 -7.1330 0.00
H 2.4501 1.0591 -6.7383 0.00
H 3.5471 2.3658 -6.3766 0.00
H 3.5776 0.5728 -4.6123 0.00
H 3.1969 2.1704 -3.9962 0.00
H 0.2063 -0.9022 -4.2537 -0.01
H 1.9228 -1.3066 -4.2442 0.00
H 1.2131 -0.6053 -5.6710 0.00
H 2.1007 1.4882 -2.0029 0.00
H 2.5027 -0.1902 -2.3601 0.00
H 0.8259 0.2556 -2.0215 0.02
H -1.7971 3.0671 -4.9942 0.00
H -1.1030 3.8131 -6.4367 0.00
H -0.5214 4.2820 -4.8419 0.00
C 2.1407 -5.1866 4.6685 0.01
C 1.2299 -4.3773 3.7313 0.01
C 1.5900 -4.6498 2.2705 0.03
C 2.9257 -4.0320 1.8607 -0.02
C 2.9488 -2.5335 2.1585 0.03
C 2.5772 -2.1829 3.6019 0.00
N 1.3219 -2.9030 3.9946 0.45
O 0.2665 -2.2776 3.5962 0.48
C 3.7360 -2.5082 4.5573 0.01
C 2.3303 -0.6834 3.7222 -0.01
C -0.1959 -4.8310 4.0204 -0.01
H 1.8619 -6.2379 4.6074 0.00
H 3.1949 -5.1361 4.4168 0.00
H 2.0164 -4.8666 5.7033 -0.01
H 0.7993 -4.2485 1.6275 0.01
H 1.6061 -5.7298 2.1136 0.00
H 3.7535 -4.5328 2.3675 0.00
H 3.0860 -4.1902 0.7929 0.00
H 3.9380 -2.1218 1.9475 0.00
H 2.2473 -2.0323 1.4813 0.00
H 3.4192 -2.4017 5.5950 -0.01
H 4.5529 -1.8084 4.3828 0.00
H 4.1498 -3.5023 4.4255 0.00
H 1.5881 -0.3345 3.0054 0.01
H 3.2650 -0.1577 3.5278 0.00
H 1.9890 -0.4199 4.7235 0.00
H -0.4795 -4.5915 5.0457 0.00
H -0.2547 -5.9111 3.8920 0.00
H -0.9175 -4.3716 3.3487 0.01

***

Entry 3:
109
Properties=species:S:1:pos:R:3:mulliken_spin:R:1 method="wB97M-V/def2-TZVPD" e_tot_ha=-20171.86090 fmax_ev_per_a=2.453 multiplicity=2 lumo_energy_ev=3.5 charge=-2 e_above_lowest_ev=0.798
Ti 0.6650 0.3764 -0.9429 0.97
C 3.4943 -3.9057 1.0276 0.00
C 3.2012 -3.1121 -0.2102 -0.01
C 3.8900 -3.3251 -1.3992 0.01
C 3.5857 -2.5770 -2.5111 0.00
C 2.5794 -1.6209 -2.4132 0.03
Br 2.1301 -0.7043 -3.9814 0.00
N 1.9220 -1.3747 -1.2848 0.00
C 2.2401 -2.1188 -0.2113 0.00
H 3.2740 -4.9650 0.8741 0.00
H 2.9038 -3.5508 1.8682 0.00
H 4.5475 -3.8202 1.3037 0.00
H 4.6667 -4.0815 -1.4506 0.00
H 4.0882 -2.7171 -3.4560 0.00
H 1.6687 -1.8963 0.6780 -0.02
S -0.8827 -0.7786 1.1775 0.00
S -3.1189 2.5719 2.1065 0.00
S -1.0899 2.6973 1.6500 0.01
S -0.9174 2.2316 -0.3902 -0.05
Br 4.4084 6.0607 -1.9081 0.00
C 3.5975 4.5468 -1.1092 0.00
C 3.6394 4.3584 0.2640 0.00
Br 4.4779 5.6356 1.3836 0.00
C 3.0623 3.2178 0.8388 0.00
Br 3.1314 2.8521 2.6894 0.00
C 2.4152 2.2716 0.0507 0.02
O 1.9371 1.1327 0.4728 0.03
C 2.3229 2.5060 -1.3536 0.00
O 1.6888 1.5715 -2.0435 0.01
C 2.9468 3.6022 -1.9192 0.00
Br 2.8873 3.7367 -3.8034 0.00
C -2.8666 -3.5245 -2.2771 0.00
Si -1.6340 -2.5285 -3.3375 0.00
C -2.2077 -2.7675 -5.1325 0.00
C -0.0643 -3.6037 -3.2128 0.00
Ge -1.4196 -0.2648 -2.4972 0.01
Si -1.3936 1.1371 -4.4568 -0.01
C -0.1503 0.6585 -5.8174 0.00
C -0.9617 2.9208 -4.0266 0.00
C -3.0385 1.2337 -5.3989 0.00
Si -3.7168 0.1646 -1.9120 0.00
C -4.1170 2.0078 -1.9427 0.00
C -4.3082 -0.4630 -0.2419 0.00
C -4.9113 -0.6836 -3.1379 0.00
H -2.5570 -4.5749 -2.2117 0.00
H -3.8744 -3.4969 -2.7024 0.00
H -2.9291 -3.1235 -1.2616 0.00
H -2.3411 -3.8306 -5.3708 0.00
H -1.4820 -2.3490 -5.8374 0.00
H -3.1621 -2.2575 -5.2988 0.00
H -0.3463 -4.6509 -3.3794 0.00
H 0.3954 -3.5357 -2.2213 0.00
H 0.6904 -3.3342 -3.9558 0.00
H 0.8473 1.0335 -5.5682 0.00
H -0.4597 1.1494 -6.7483 0.00
H -0.0905 -0.4176 -6.0047 0.00
H -0.2481 2.9860 -3.2045 0.00
H -1.8497 3.4821 -3.7250 0.00
H -0.5231 3.4128 -4.9031 0.00
H -3.2896 0.2918 -5.8981 0.00
H -2.9389 2.0108 -6.1677 0.00
H -3.8712 1.5078 -4.7456 0.00
H -4.0693 2.3838 -0.9158 0.00
H -5.1256 2.1624 -2.3481 0.00
H -3.4093 2.6028 -2.5207 0.00
H -3.6584 -0.1109 0.5600 0.00
H -4.3943 -1.5539 -0.2204 0.00
H -5.3014 -0.0343 -0.0584 0.00
H -4.5924 -0.6211 -4.1816 0.00
H -5.8928 -0.1997 -3.0547 0.00
H -5.0391 -1.7410 -2.8851 0.00
C -1.2715 0.0749 4.3827 0.00
C -1.6680 -1.3899 4.1517 0.00
C -3.1599 -1.4395 3.8101 0.00
C -1.3975 -2.1638 5.4474 0.00
P -0.6346 -1.9756 2.7150 -0.02
C 1.0658 -1.8507 3.4076 0.00
C 1.6290 -2.7429 4.3213 0.00
C 2.8978 -2.5195 4.8377 0.00
C 3.6151 -1.3924 4.4554 0.00
C 3.0526 -0.4826 3.5750 0.00
C 1.7804 -0.7035 3.0596 0.02
C -0.9775 -3.7499 2.1691 0.00
C -0.0207 -4.0174 0.9982 0.00
C -2.4179 -3.8261 1.6434 0.00
C -0.7919 -4.8708 3.1971 0.00
H -1.8106 0.4223 5.2703 0.00
H -1.5618 0.7191 3.5502 0.00
H -0.2000 0.1872 4.5714 0.00
H -3.6909 -0.8401 4.5539 0.00
H -3.5588 -2.4552 3.8419 0.00
H -3.3663 -0.9815 2.8413 0.00
H -2.0798 -1.7746 6.2090 0.00
H -0.3800 -2.0065 5.8078 0.00
H -1.5786 -3.2364 5.3685 0.00
H 1.0755 -3.6020 4.6681 0.00
H 3.3208 -3.2236 5.5445 0.00
H 4.6078 -1.2207 4.8561 0.00
H 3.5818 0.4156 3.2777 0.00
H 1.3508 0.0319 2.3822 -0.01
H -0.1656 -3.2910 0.1982 0.00
H -0.2312 -5.0158 0.6021 0.00
H 1.0262 -3.9930 1.3176 0.00
H -3.1329 -4.0071 2.4450 0.00
H -2.4805 -4.6610 0.9384 0.00
H -2.7086 -2.9219 1.1112 0.00
H 0.2414 -4.9790 3.5243 0.00
H -1.0693 -5.8127 2.7111 0.00
H -1.4381 -4.7557 4.0664 0.00

***

Entry 4:
58
Properties=species:S:1:pos:R:3:lowdin_charge:R:1 method="wB97M-V/def2-TZVPD" e_tot_ha=-1470.30379 fmax_ev_per_a=0.633 smiles="CCN1C(=O)[C@H]2[C@@H](c3ccc(OC)cc3)N3C(=O)CN(CCOC)C(=O)[C@@]3(C)[C@H]2C1=O" lumo_energy_ev=0.5 e_above_lowest_ev=0.000
C 2.2563 1.1902 4.1447 -0.06
C 2.0232 0.2782 2.9469 -0.17
N 1.5360 1.0299 1.8075 0.04
C 2.3738 1.6436 0.9038 -0.40
O 3.5639 1.7421 1.0193 0.14
C 1.4986 2.1228 -0.2421 -0.06
C 0.0907 2.1365 0.3472 -0.07
C 0.1977 1.1156 1.4785 -0.36
O -0.6731 0.4848 2.0093 0.14
H -0.2137 3.0928 0.7758 0.18
C -0.8267 1.7100 -0.8030 -0.32
N 0.0026 0.7444 -1.4903 0.07
C -0.4614 -0.2838 -2.2191 -0.43
O 0.2300 -1.0002 -2.9085 0.10
C -1.9725 -0.4798 -2.1166 -0.02
N -2.5621 0.0130 -0.8942 -0.03
C -2.1627 1.1568 -0.3031 -0.41
O -2.8072 1.7478 0.5362 0.10
C -3.8142 -0.5719 -0.4615 -0.11
C -5.0138 -0.0148 -1.2508 -0.21
O -6.2298 -0.6368 -0.9293 -0.18
C -6.7522 -0.2903 0.3329 -0.10
H -7.7634 -0.6918 0.3619 0.09
H -6.1698 -0.7244 1.1516 0.09
H -6.7860 0.7973 0.4597 0.09
H -4.8728 -0.2030 -2.3193 0.12
H -5.0737 1.0704 -1.0803 0.13
H -3.7660 -1.6566 -0.5816 0.14
H -3.9240 -0.3256 0.5967 0.12
H -2.1615 -1.5534 -2.1974 0.14
H -2.4297 -0.0001 -2.9955 0.14
C 1.4265 1.0408 -1.3636 -0.13
C 2.2357 -0.1893 -1.0239 -0.20
C 3.5449 -0.2956 -1.4796 -0.01
C 4.3227 -1.3786 -1.1386 0.02
C 3.8069 -2.3960 -0.3341 -0.27
C 2.4962 -2.2978 0.1184 0.00
C 1.7259 -1.2007 -0.2252 -0.03
H 0.7077 -1.1519 0.1347 0.12
H 2.0591 -3.0659 0.7365 0.11
O 4.6543 -3.4215 -0.0545 -0.08
C 4.1805 -4.4957 0.7211 -0.09
H 3.8941 -4.1711 1.7269 0.09
H 3.3304 -4.9923 0.2427 0.10
H 5.0117 -5.1953 0.7933 0.09
H 5.3393 -1.4659 -1.4864 0.12
H 3.9588 0.4815 -2.1040 0.12
H 1.8007 1.4508 -2.3096 0.16
C -1.1499 2.9023 -1.7191 0.04
H -1.7799 3.6089 -1.1850 0.10
H -0.2388 3.4021 -2.0377 0.09
H -1.6833 2.5581 -2.6025 0.09
H 1.8506 3.0779 -0.6293 0.16
H 1.2683 -0.4768 3.1775 0.12
H 2.9559 -0.2051 2.6462 0.13
H 1.3293 1.6814 4.4315 0.08
H 2.6174 0.6063 4.9863 0.08
H 2.9983 1.9458 3.8988 0.08